1.
Molecular formula: C3H3IS
Method: DFT, ωB97M-V/def2-TZVPD

- relative energy (zero: lowest compared OMol25 entry of this formula, charge and spin) (eV) = 2.758
- lowest unoccupied orbital energy (eV) = -1.98
- gap between HOMO and LUMO (Eh) = 0.2650

Atoms and positions in Å:
H 0.713 -0.522 0.707
C 2.403 1.810 1.664
I 4.073 2.121 4.435
H -0.796 0.435 0.643
H -0.179 -0.386 -0.819
S 1.050 1.571 -0.398
C 0.095 0.132 0.099
C 3.088 1.925 2.674

***

2.
Molecular formula: C3H3IS
Method: DFT, ωB97M-V/def2-TZVPD

- relative energy (zero: lowest compared OMol25 entry of this formula, charge and spin) (eV) = 2.566
- 2S+1 = 3
- lowest unoccupied orbital energy (spin up / spin down) (eV) = -0.27 / -3.03
- gap between HOMO and LUMO (spin up / spin down) (Eh) = 0.3375 / 0.2153

Atoms and positions in Å:
H -0.616 0.071 0.787
H -2.299 -0.346 1.122
H -1.862 0.992 -0.197
S -1.314 -1.061 -1.065
C 2.230 -0.036 -0.461
I 3.906 1.159 -0.686
C 1.565 -0.822 0.207
C -1.610 0.043 0.293

***

3.
Molecular formula: C3H3KLiO3
Method: DFT, ωB97M-V/def2-TZVPD

- relative energy (zero: lowest compared OMol25 entry of this formula, charge and spin) (eV) = 1.955
- lowest unoccupied orbital energy (eV) = -3.89
- gap between HOMO and LUMO (Eh) = 0.3247
- net charge = +1

Atoms and positions in Å:
O 1.357 1.178 0.274
C -1.250 0.444 -0.855
K 4.195 0.431 0.854
H -0.965 1.457 -1.136
H -3.042 0.643 0.268
H -1.469 -0.553 0.967
C -2.111 0.114 0.079
O 1.142 -0.961 0.885
O 0.203 -0.369 -0.901
Li 0.846 -2.383 -0.467
C 1.095 -0.001 0.032

***

4.
Molecular formula: C3H3KMgO3
Method: DFT, ωB97M-V/def2-TZVPD

- relative energy (zero: lowest compared OMol25 entry of this formula, charge and spin) (eV) = 4.263
- 2S+1 = 2
- lowest unoccupied orbital energy (spin up / spin down) (eV) = -3.96 / -5.62
- gap between HOMO and LUMO (spin up / spin down) (Eh) = 0.2719 / 0.1060
- net charge = +1

Atoms and positions in Å:
O 1.415 1.635 -0.096
H -1.055 0.764 -0.224
C -1.740 -1.701 0.511
Mg -3.411 -2.910 0.478
C 0.939 0.737 0.536
H -0.908 0.667 1.551
K 4.223 3.555 0.311
C -0.489 0.302 0.600
O -0.553 -1.126 0.527
O -2.770 -0.981 0.623
H 3.278 2.120 1.890

***

5.
Molecular formula: C3H3Li3O3
Method: DFT, ωB97M-V/def2-TZVPD

- lowest unoccupied orbital energy (eV) = -0.56
- gap between HOMO and LUMO (Eh) = 0.1510

Atoms and positions in Å:
Li -1.363 1.495 -0.579
Li -2.154 -0.328 0.808
H -1.056 -2.090 -1.212
O 2.490 -0.166 -0.101
H -1.218 -0.673 -2.160
C 1.201 -0.115 -0.064
C -1.002 -0.987 -1.119
Li 2.233 1.767 0.335
H 0.583 -0.167 2.227
O -0.578 1.418 1.481
C 0.419 0.547 1.382
O 0.445 -0.700 -0.999

***

6.
Molecular formula: C3H3LiLuO3
Method: DFT, ωB97M-V/def2-TZVPD

- lowest unoccupied orbital energy (spin up / spin down) (eV) = -5.10 / -6.30
- gap between HOMO and LUMO (spin up / spin down) (Eh) = 0.2701 / 0.2311
- net charge = +1

Atoms and positions in Å:
Lu -0.449 -0.953 -0.450
C 0.292 0.783 -2.119
O -1.326 -1.290 2.761
H 1.407 1.373 -2.187
H -1.849 0.771 2.888
C -1.386 -0.585 1.735
Li 1.702 -2.135 -0.198
O 1.850 -0.415 -0.892
H -0.074 1.658 -1.589
O -1.665 0.708 1.946
C 1.499 0.086 -1.895

***

7.
Molecular formula: C3H3LiO2Rb
Method: DFT, ωB97M-V/def2-TZVPD

- relative energy (zero: lowest compared OMol25 entry of this formula, charge and spin) (eV) = 0.000
- lowest unoccupied orbital energy (eV) = -3.99
- gap between HOMO and LUMO (Eh) = 0.2294
- net charge = +1

Atoms and positions in Å:
H 0.683 3.131 -0.348
C 0.850 1.028 -0.499
H -0.260 2.148 0.944
Rb 3.070 -3.042 -0.256
O -2.776 -3.573 0.822
O 0.508 -0.200 -0.138
C -2.705 -2.474 0.595
C 0.403 2.165 0.072
H 1.503 1.103 -1.385
Li -1.276 -0.287 0.193

***

8.
Molecular formula: C3H3LiO3Y
Method: DFT, ωB97M-V/def2-TZVPD

- relative energy (zero: lowest compared OMol25 entry of this formula, charge and spin) (eV) = 1.099
- 2S+1 = 2
- lowest unoccupied orbital energy (spin up / spin down) (eV) = -7.84 / -7.93
- gap between HOMO and LUMO (spin up / spin down) (Eh) = 0.2306 / 0.3015
- net charge = +2

Atoms and positions in Å:
O -0.578 -0.787 0.943
H 2.316 -0.980 -3.414
C -0.987 -0.474 2.157
Y -1.897 -0.380 4.533
H 0.954 0.602 0.591
C 0.018 0.238 0.140
Li 1.022 0.077 -4.078
O 0.280 0.225 -2.268
C 0.350 -0.321 -1.206
O -0.816 0.705 2.576
H -0.663 1.095 0.024

***

9.
Molecular formula: C3H3MgO3Rb
Method: DFT, ωB97M-V/def2-TZVPD

- relative energy (zero: lowest compared OMol25 entry of this formula, charge and spin) (eV) = 0.000
- lowest unoccupied orbital energy (spin up / spin down) (eV) = -6.74 / -8.27
- gap between HOMO and LUMO (spin up / spin down) (Eh) = 0.3682 / 0.1850
- net charge = +2

Atoms and positions in Å:
O 0.956 -0.847 -0.541
O 0.305 0.954 0.514
H -0.448 -1.844 0.624
Rb -4.426 1.403 1.814
H -0.983 -1.432 -1.048
H -1.928 0.980 -0.395
Mg 4.183 0.472 -0.817
C 1.285 0.330 -0.127
O 2.410 0.818 -0.215
C -0.913 0.242 0.353
C -0.440 -1.075 -0.162

***

10.
Molecular formula: C3H3N
Method: DFT, ωB97M-V/def2-TZVPD

- relative energy (zero: lowest compared OMol25 entry of this formula, charge and spin) (eV) = 3.243
- lowest unoccupied orbital energy (eV) = -0.12
- gap between HOMO and LUMO (Eh) = 0.3204

Atoms and positions in Å:
C 0.487 0.079 -0.038
N -1.606 -0.295 -0.024
C -0.247 -1.044 0.044
H -0.139 -2.073 -0.134
H -1.033 1.777 -0.020
C -0.889 0.766 0.035
H 1.559 0.452 0.036

***

11.
Molecular formula: C3H3N2O
Method: DFT, ωB97M-V/def2-TZVPD

- relative energy (zero: lowest compared OMol25 entry of this formula, charge and spin) (eV) = 3.809
- lowest unoccupied orbital energy (spin up / spin down) (eV) = -8.06 / -8.06
- gap between HOMO and LUMO (spin up / spin down) (Eh) = 0.2484 / 0.2483
- net charge = +1

Atoms and positions in Å:
N 0.332 0.719 -0.336
N 1.651 -1.251 -0.355
C -0.953 0.916 -0.239
H 2.529 -1.694 0.043
H -1.304 1.971 -0.589
H 1.406 0.137 0.987
C 1.081 -0.243 0.091
O -2.801 -0.643 0.305
C -1.941 0.088 0.093

***

12.
Molecular formula: C3H3N2O2S
Method: DFT, ωB97M-V/def2-TZVPD

- relative energy (zero: lowest compared OMol25 entry of this formula, charge and spin) (eV) = 2.198
- lowest unoccupied orbital energy (eV) = 3.53
- gap between HOMO and LUMO (Eh) = 0.3087
- net charge = -1

Atoms and positions in Å:
C -2.228 0.923 0.107
O -3.566 0.723 -0.254
O -0.080 1.198 2.750
H -1.046 -1.476 -0.844
H 0.706 2.139 0.010
N -1.867 1.188 1.305
C 0.365 1.069 0.295
S -0.739 0.546 -1.156
H 1.280 0.381 0.340
C -0.529 1.099 1.606
N -0.492 -0.982 -1.534